{
  "formula": "C4H9N",
  "method": "wB97M-V/def2-TZVPD",
  "species": ["C", "C", "C", "C", "H", "H", "H", "H", "H", "H", "H", "H", "H", "N"],
  "xyz": [[1.168, -1.298, -0.759], [0.868, 0.132, -0.340], [-0.246, 0.224, 0.674], [-1.605, 0.641, 0.209], [1.904, -1.986, -0.012], [1.832, -1.087, -1.644], [0.271, -1.818, -1.159], [1.766, 0.700, -0.015], [0.442, 0.676, -1.245], [-0.317, -0.468, 1.535], [-2.514, 0.164, 0.690], [-1.772, 0.908, -0.829], [-1.051, 1.655, 1.949], [-0.746, 1.556, 0.946]],
  "lumo_ha": 0.0448,
  "fmax_ha_per_bohr": 0.070,
  "smiles": "CC[C@@H]1CN1",
  "e_homo_ha": -0.3490,
  "orbital_gap_ev": 10.71
}